A structure of composition C45H62Ge2N5O5S3Ti at a distorted geometry, computed with ωB97M-V/def2-TZVPD.

Its multiplicity is 3. The energy relative to the best compared isomer or geometry (same formula, charge and spin) is 19.85 kcal/mol. The calculation puts the HOMO-LUMO gap (alpha / beta) at 5.6 / 4.0 eV. For the highest occupied orbital energy (alpha / beta), the calculation gives -0.3249 / -0.3249 Eh. As for the net charge: +1.

Last column: Mulliken spin population.
Element x y z (Å)
Ti 0.2060 -0.0904 -0.2571  1.437
O 2.1694 0.0658 -0.9573  0.097
S 3.5903 -0.3009 -1.3822  0.000
C 4.5951 1.1479 -0.9536  -0.001
C 3.8501 2.4751 -1.1260  -0.001
C 3.5722 3.1794 0.2070  0.001
C 2.5584 4.3083 0.0431  -0.001
S 0.8530 3.6222 -0.0453  0.004
O 1.0755 2.1227 0.0522  -0.018
C 0.1842 4.1229 1.5188  0.006
C -0.8788 5.0110 1.5115  -0.002
C -1.4671 5.3658 2.7204  0.001
C -0.9960 4.8246 3.9068  0.000
C 0.0747 3.9295 3.9005  0.001
C 0.6704 3.5724 2.7012  0.002
C 3.5966 -0.1356 -3.1534  0.001
C 2.5418 0.4885 -3.8022  0.010
C 2.5781 0.5939 -5.1862  0.001
C 3.6533 0.0722 -5.8950  0.000
C 4.6967 -0.5599 -5.2285  0.000
C 4.6720 -0.6730 -3.8475  -0.002
H 5.4619 1.0469 -1.6079  -0.001
H 4.9245 0.9817 0.0737  0.001
H 2.8997 2.2855 -1.6227  -0.001
H 4.4211 3.1356 -1.7787  0.000
H 4.4967 3.5847 0.6222  0.000
H 3.1878 2.4484 0.9194  0.000
H 2.7080 4.8424 -0.8961  0.000
H 2.5721 5.0271 0.8597  0.000
H -1.2496 5.4184 0.5761  0.000
H -2.2974 6.0613 2.7285  0.000
H -1.4555 5.1053 4.8460  0.000
H 0.4491 3.5217 4.8322  0.000
H 1.5179 2.8933 2.6852  -0.002
H 1.7070 0.8811 -3.2388  0.002
H 1.7645 1.0796 -5.7099  0.000
H 3.6752 0.1519 -6.9747  0.000
H 5.5251 -0.9765 -5.7867  0.000
H 5.4781 -1.1762 -3.3225  0.000
C -0.9225 -0.9429 -3.0764  -0.041
C -2.2213 -1.1602 -2.2981  0.087
Ge -1.9321 -1.5992 -0.3761  -0.016
C -3.6804 -1.2714 0.4328  0.027
C -3.8114 -1.6415 1.9120  -0.005
C -1.5961 -3.4971 -0.1634  -0.039
C -0.3636 -3.9938 -0.2473  0.008
Ge 1.0407 -2.6094 -0.5372  0.196
C 2.4258 -2.6559 0.9145  0.071
C 3.7106 -3.4880 0.8091  0.004
C 1.7296 -3.0171 -2.3642  0.021
C 3.1150 -3.6360 -2.5814  0.001
C -0.0533 -5.4532 -0.2683  -0.026
C -1.0550 -6.4305 -0.2788  0.001
C -0.7367 -7.7771 -0.3229  -0.001
C 0.5921 -8.1873 -0.3597  0.003
C 1.5986 -7.2361 -0.3506  -0.002
C 1.2705 -5.8877 -0.3077  0.020
H -1.0612 -0.3905 -4.0072  0.002
H -0.4392 -1.8881 -3.3078  0.000
H -0.1896 -0.3729 -2.4840  0.056
H -2.7936 -1.9793 -2.7354  0.003
H -2.8520 -0.2704 -2.3383  -0.002
H -4.3338 -1.9021 -0.1789  0.005
H -3.9849 -0.2392 0.2526  -0.004
H -3.5213 -2.6812 2.0889  0.000
H -4.8391 -1.5256 2.2582  0.001
H -3.1754 -1.0157 2.5421  0.003
H -2.4638 -4.1464 -0.0210  0.002
H 1.8765 -2.9517 1.8124  0.010
H 2.7111 -1.6082 1.0593  -0.016
H 3.5200 -4.5501 0.9534  0.001
H 4.4096 -3.1841 1.5923  0.002
H 4.2162 -3.3641 -0.1452  0.000
H 1.6587 -2.1002 -2.9552  -0.002
H 0.9633 -3.6913 -2.7558  0.004
H 3.9213 -2.9698 -2.2707  -0.001
H 3.2620 -3.8423 -3.6441  0.002
H 3.2405 -4.5785 -2.0501  0.000
H -2.0987 -6.1411 -0.2597  0.001
H -1.5296 -8.5143 -0.3364  0.000
H 0.8365 -9.2412 -0.3998  0.000
H 2.6368 -7.5425 -0.3782  0.000
H 2.0582 -5.1488 -0.3122  0.001
O -4.7483 5.2865 -3.9608  0.000
S -5.5471 6.2329 -3.2023  0.000
O -4.8851 7.4914 -2.9093  0.000
O -6.9382 6.3125 -3.5754  0.000
C -5.5656 5.4912 -1.5432  -0.002
N -6.4304 5.9225 -0.6030  0.005
C -6.3095 5.3993 0.6042  -0.002
C -5.3459 4.4468 0.9326  0.007
C -4.5224 4.0624 -0.0991  0.008
N -4.6249 4.5726 -1.3120  0.004
C -3.4252 3.0624 0.0000  -0.003
C -3.1136 2.3418 1.1451  -0.018
C -2.1139 1.3955 1.0995  0.106
N -1.3881 1.1554 -0.0033  -0.072
C -1.6521 1.9005 -1.0977  0.160
C -2.6681 2.8161 -1.1497  -0.014
H -7.0084 5.7559 1.3542  0.000
H -5.2696 4.0488 1.9373  0.001
H -3.6528 2.4958 2.0712  0.000
H -1.8949 0.7692 1.9565  -0.038
H -1.0455 1.7112 -1.9753  -0.058
H -2.9030 3.3672 -2.0551  -0.001
C -0.8971 -0.1501 4.5635  0.000
C -0.0421 -1.2157 3.8843  0.014
C 1.3995 -1.1187 4.3834  0.001
C -0.6029 -2.6052 4.1478  -0.001
N -0.1473 -1.0271 2.4063  -0.053
N 0.7194 -0.0334 1.8500  -0.008
H -0.8423 -0.2529 5.6489  0.000
H -1.9432 -0.2476 4.2648  -0.001
H -0.5517 0.8599 4.3114  0.000
H 1.4332 -1.3851 5.4401  0.000
H 1.7981 -0.1036 4.2986  0.000
H 2.0599 -1.8067 3.8479  0.000
H -0.7130 -2.7708 5.2197  0.000
H 0.0593 -3.3795 3.7495  0.000
H -1.5843 -2.7175 3.6807  0.000
H 0.0442 -1.8986 1.9258  0.023
H 1.6962 -0.1881 2.0924  0.022
H 0.4454 0.8722 2.2225  0.010



A structure of composition C45H62N13O13Zr at a distorted geometry, computed with ωB97M-V/def2-TZVPD.

The calculation puts the HOMO-LUMO gap at 2.9 eV. For the highest occupied orbital energy, the calculation gives -0.4706 Eh. As for the net charge: +3.

Last column: Mulliken charge in e.
Element x y z (Å)
Zr -1.4552 0.2782 3.8094  2.050
C -0.5295 -0.8989 -0.0937  0.583
C -0.7985 -0.5668 1.3019  1.383
O -1.5192 -1.2033 2.1684  -0.792
O -0.4546 0.5247 1.8561  -0.573
H -1.1293 -1.7050 -0.5136  0.039
H 0.5093 -1.2219 -0.2054  -0.354
H -0.6899 0.0016 -0.6896  -0.130
C -8.7105 -3.1568 -0.2970  -0.473
C -9.5971 -2.0847 -0.3792  -0.581
C -9.1817 -0.9198 -0.9969  -0.545
C -7.8354 -0.7270 -1.2990  0.186
C -6.9891 -1.8339 -1.3135  0.442
C -7.4244 -3.0675 -0.8170  -0.680
C -5.5667 -1.6303 -1.7029  0.171
O -4.7054 -2.4749 -1.5274  -0.613
C -5.1697 -0.3058 -2.2389  0.195
C -3.8122 -0.0860 -2.5957  -0.757
C -3.4705 1.0744 -3.2749  -0.554
C -4.4209 2.0658 -3.5526  -0.805
C -5.7002 1.9120 -3.0620  -0.685
C -6.0654 0.7492 -2.4117  0.632
C -7.4478 0.6022 -1.8981  0.468
O -8.2548 1.4692 -2.0271  -0.597
H -8.9863 -4.1066 0.1450  0.446
H -10.6405 -2.1722 -0.1055  0.423
H -9.8547 -0.0994 -1.2146  0.473
H -6.7282 -3.8898 -0.7291  0.436
H -3.0575 -0.8588 -2.6635  0.649
H -2.4736 1.1984 -3.6799  0.825
H -4.1570 2.8909 -4.1995  0.492
H -6.2730 2.8090 -3.2659  0.436
C -1.0069 3.1634 -1.3609  0.215
C -0.4174 2.6644 -2.5067  -0.468
C 0.7787 3.1610 -2.9792  -1.008
C 1.3024 4.2989 -2.3518  0.390
C 0.6580 4.8515 -1.2517  0.450
C -0.5007 4.2836 -0.7108  -1.171
C 1.2149 6.0916 -0.6293  0.398
O 0.8428 6.5446 0.4305  -0.696
C 2.2962 6.7857 -1.4131  0.346
C 2.7408 8.0279 -0.9792  -0.704
C 3.8029 8.6673 -1.5732  -0.650
C 4.3982 8.1294 -2.7268  -0.445
C 3.9082 6.9250 -3.2088  -0.517
C 2.9180 6.2246 -2.5365  0.334
C 2.5612 4.8440 -2.9497  0.522
O 3.1750 4.2052 -3.7537  -0.618
H -1.7713 2.6192 -0.8141  0.608
H -0.8579 1.8180 -3.0254  0.265
H 1.2326 2.7398 -3.8633  0.530
H -0.8719 4.5203 0.2758  0.494
H 2.2964 8.5261 -0.1261  0.439
H 4.2375 9.6457 -1.4047  0.364
H 5.2542 8.5800 -3.2065  0.428
H 4.3574 6.5024 -4.0989  0.453
C 1.0110 -4.0848 2.2444  0.401
O 0.4625 -5.1461 2.5589  -0.625
N 1.4111 -3.1580 3.2197  -0.210
N 1.2459 -3.6585 0.9589  -0.135
H 1.7942 -2.2482 3.0855  0.028
H 1.2812 -3.4700 4.1632  0.237
H 1.9111 -2.9119 0.8723  0.090
H 0.7128 -3.9962 0.1552  0.233
C -4.4912 -1.3030 4.5089  0.531
O -3.2859 -0.9026 4.2604  -0.472
N -4.8939 -1.5279 5.7924  -0.380
N -5.3091 -1.8108 3.5672  -0.277
H -4.4464 -0.9470 6.4842  0.211
H -5.6379 -2.0968 6.1577  0.219
H -5.3127 -1.7831 2.5595  0.179
H -6.2129 -1.9579 3.9922  0.215
C 0.0040 3.3898 3.6478  0.663
O -0.6613 2.3177 3.7657  -0.613
N 1.3245 3.4442 3.3503  -0.288
N -0.5185 4.6066 3.9632  -0.439
H 1.8048 2.6517 2.9556  0.221
H 1.8177 4.3175 3.3571  0.216
H 0.1450 5.3541 4.0155  0.179
H -1.4511 4.6494 4.3361  0.224
C -1.7547 -5.3598 -0.6933  0.636
O -0.6771 -4.8622 -1.0712  -0.749
N -2.8976 -4.5749 -0.5721  -0.151
N -1.9571 -6.6917 -0.3826  -0.389
H -3.7837 -5.0078 -0.4130  0.132
H -2.8293 -3.5982 -0.7720  0.139
H -2.9288 -6.9030 -0.3028  0.160
H -1.2067 -7.3401 -0.5285  0.259
C 1.6722 0.3195 5.3113  0.504
O 0.6986 0.2959 4.4741  -0.467
N 1.6917 1.1671 6.3790  -0.415
N 2.7739 -0.4418 5.1406  -0.327
H 2.5592 1.2694 6.8786  0.193
H 0.8458 1.5182 6.7861  0.202
H 3.5677 -0.4812 5.7556  0.232
H 2.8254 -0.9383 4.2684  0.243
C -0.8033 -2.5549 5.7285  0.594
O -0.9081 -1.6137 4.8741  -0.453
N -1.0066 -2.2098 7.0457  -0.409
N -0.8626 -3.8739 5.4537  -0.288
H -1.1215 -1.2440 7.2813  0.146
H -1.0114 -2.8785 7.7970  0.207
H -0.5114 -4.6087 6.0446  0.239
H -1.0766 -4.0916 4.4821  0.245
C 7.2943 -1.4644 -1.1781  -1.979
C 6.4099 -1.3273 -2.4371  1.664
C 6.3676 -2.7923 -2.9319  -1.127
C 5.3980 -3.0735 -4.0593  -0.765
C 3.9865 -2.5932 -3.7132  -1.276
C 3.9561 -1.2310 -2.9926  2.144
N 5.0569 -0.9049 -2.1083  0.159
O 5.0074 0.3588 -1.4845  -0.416
C 3.7405 -0.1408 -4.0922  -1.890
C 2.6418 -1.1944 -2.1898  -2.539
C 7.1055 -0.5303 -3.5376  -1.654
H 6.6971 -1.8391 -0.3442  0.419
H 7.5827 -0.4676 -0.8205  0.405
H 8.2337 -2.0011 -1.2758  0.392
H 7.3105 -3.0556 -3.4114  0.441
H 5.9865 -3.3510 -2.0700  0.346
H 5.4508 -4.1404 -4.2869  0.419
H 5.7615 -2.5994 -4.9795  0.314
H 3.6232 -3.4194 -3.0909  0.301
H 3.3732 -2.6183 -4.6110  0.479
H 4.7164 0.1859 -4.4807  0.415
H 3.3150 -0.4920 -5.0311  0.405
H 3.3128 0.8057 -3.7545  0.429
H 1.7229 -1.2099 -2.7813  0.498
H 2.5923 -2.0272 -1.4786  0.407
H 2.5521 -0.2624 -1.6194  0.531
H 8.1694 -0.6857 -3.7240  0.441
H 6.8686 0.5320 -3.4341  0.284
H 6.7592 -0.8357 -4.5317  0.336
H 5.0447 0.9648 -2.2494  0.378